(1)
Molecular formula: C57H43F8N2O7P3SV
Method: DFT, ωB97M-V/def2-TZVPD

Element x y z (Å)
V 0.56970 0.95501 -0.66134
O 1.65858 -1.35502 1.53026
S 1.22182 -1.22870 0.12056
C 2.63224 -2.10906 -0.64151
C 2.67045 -3.47149 -0.46771
C 3.72424 -4.28017 -0.93395
C 4.77733 -3.67668 -1.55441
C 6.02123 -4.23779 -2.19508
C 6.87304 -2.99403 -2.55534
C 6.01219 -1.81514 -2.17608
C 6.24230 -0.47130 -2.23693
C 5.22851 0.38909 -1.78384
C 4.00634 -0.03919 -1.30185
P 2.84232 1.32033 -0.87094
C 3.20111 2.37950 -2.26029
C 3.29290 3.86684 -2.09554
C 3.16567 4.60016 -3.38420
C 3.06178 3.97376 -4.57479
C 3.03816 2.55483 -4.67970
C 3.02608 1.80971 -3.52938
C 3.56916 1.92143 0.70393
C 4.46181 1.11429 1.41054
C 4.94284 1.50707 2.65039
C 4.54562 2.71453 3.20184
C 3.63374 3.50795 2.52129
C 3.12973 3.10760 1.29416
C 3.75549 -1.42984 -1.18844
C 4.80094 -2.27231 -1.63121
C -0.01288 -2.55155 -0.14528
C 0.02773 -3.12679 -1.39464
C -0.72167 -4.25044 -1.76373
C -1.47380 -4.85714 -0.81031
C -2.29203 -6.12070 -0.85826
C -2.98495 -6.19476 0.51991
C -2.41713 -5.03524 1.29831
C -2.64510 -4.61363 2.57031
C -2.09659 -3.38690 2.96641
C -1.31180 -2.58655 2.16448
P -1.06567 -0.84802 2.71636
C -2.82354 -0.46386 3.10849
C -3.91335 -1.07183 2.49010
C -5.20300 -0.63577 2.75724
C -5.41884 0.44354 3.59960
C -4.33884 1.07865 4.19414
C -3.05330 0.62025 3.95776
C -0.46351 -1.18027 4.44060
C 0.91307 -1.26628 4.65716
C 1.42017 -1.56034 5.91402
C 0.56311 -1.77282 6.98273
C -0.80541 -1.67729 6.78481
C -1.31417 -1.38123 5.52861
C -0.92865 -3.06364 0.85890
C -1.56134 -4.27832 0.47129
H 1.85147 -3.96070 0.03952
H 3.68382 -5.35311 -0.79594
H 5.75359 -4.80881 -3.08646
H 6.54882 -4.91231 -1.51930
H 7.13066 -2.97055 -3.61525
H 7.80948 -2.97176 -1.99440
H 7.16470 -0.06062 -2.62735
H 5.40445 1.45567 -1.82728
H 4.22011 4.15553 -1.56434
H 3.09697 5.67811 -3.30356
H 2.97055 4.56501 -5.47937
H 2.97062 2.07163 -5.64507
H 2.92197 0.73156 -3.60644
H 4.77153 0.15982 1.00866
H 5.63466 0.86632 3.18308
H 4.92837 3.02653 4.16556
H 3.30309 4.44462 2.95158
H 2.38190 3.71014 0.80236
H 0.70390 -2.72703 -2.13552
H -0.65875 -4.63039 -2.77540
H -1.64271 -6.98425 -1.01868
H -3.00958 -6.09570 -1.67961
H -2.80141 -7.14831 1.01748
H -4.06640 -6.08203 0.41999
H -3.27746 -5.16882 3.25272
H -2.36154 -3.02251 3.95036
H -3.75876 -1.89599 1.80652
H -6.04251 -1.13792 2.29177
H -6.42500 0.80132 3.78288
H -4.49230 1.93732 4.83534
H -2.21161 1.09998 4.44220
H 1.58510 -1.10442 3.82958
H 2.49177 -1.62758 6.05599
H 0.95672 -2.00204 7.96530
H -1.48965 -1.84016 7.60885
H -2.38540 -1.29580 5.40605
O -2.70566 -1.20420 -0.90993
H -3.56913 -1.13019 -1.32687
H -2.47189 -0.29789 -0.64557
F 0.95227 -0.65225 -2.45479
C -0.14784 0.27017 -2.39442
F 0.07608 1.05575 -3.47769
H -1.06228 -0.30359 -2.57217
O -0.56678 3.87252 1.97777
C -0.18677 2.93754 1.36805
N 0.23702 1.96110 0.82064
F 0.07198 2.91317 -1.64778
P -1.08800 3.94295 -2.26263
F 2.28087 4.32615 -1.17638
F -2.22470 4.93210 -2.85285
F -0.40010 5.16176 -1.50067
F -0.17383 4.15929 -3.55170
F -1.82500 2.69043 -2.98398
O -2.05874 3.69527 -0.87720
C -2.72171 2.58518 -0.64613
O -2.24356 1.46720 -0.66089
C -4.16674 2.84878 -0.37682
C -4.56316 4.11066 0.06079
C -5.90889 4.40984 0.20449
C -6.86784 3.45934 -0.09333
C -6.46142 2.20108 -0.52278
C -5.11759 1.89218 -0.67580
N -7.45805 1.19513 -0.81135
O -8.62742 1.53211 -0.84736
O -7.08207 0.05084 -0.99357
H -3.80279 4.84640 0.28074
H -6.21398 5.39320 0.53472
H -7.92346 3.66321 0.00764
H -4.82798 0.91786 -1.03918

Atomic forces in eV per Å
-0.4 -0.1 -1.5
-0.3 0.6 0.5
0.5 -2.4 1.4
-0.1 0.2 -0.4
-0.1 0.0 0.2
0.2 0.0 0.0
-0.1 0.1 0.0
0.0 0.0 0.0
0.1 0.0 0.0
0.0 0.1 0.0
0.0 -0.2 0.0
0.0 0.0 0.1
-0.2 -0.1 0.1
2.4 0.8 -0.8
-0.6 0.5 0.6
0.7 -0.4 -0.1
0.0 -0.1 0.1
0.0 0.1 0.3
0.0 -0.4 -0.1
0.1 0.1 -0.3
-0.1 -0.1 0.2
0.0 0.0 -0.1
0.1 0.0 0.0
0.0 0.0 0.0
0.0 0.0 0.0
0.0 0.0 0.0
0.2 0.0 -0.1
-0.1 -0.1 0.0
-0.7 0.2 -0.1
-0.1 0.3 -0.1
-0.1 -0.2 -0.2
-0.1 0.0 0.1
0.0 0.0 -0.1
0.0 -0.1 0.1
0.1 0.2 -0.2
-0.1 -0.3 0.1
0.2 0.0 0.0
0.3 -0.1 -0.4
0.0 -0.1 0.2
0.1 0.3 -0.2
0.0 0.0 0.1
-0.1 0.0 -0.1
-0.1 0.0 0.0
0.1 0.0 0.0
-0.1 0.1 -0.1
0.1 0.0 0.0
-0.1 0.0 -0.1
0.0 0.0 0.0
0.0 0.0 0.0
-0.1 0.0 0.0
0.1 0.0 0.0
0.1 -0.2 0.0
0.1 0.3 0.0
0.1 0.0 0.0
-0.1 0.0 0.0
0.0 0.0 0.0
0.0 0.0 0.0
0.0 0.0 0.0
0.0 0.0 0.0
0.0 0.0 0.0
-0.1 0.0 -0.1
-0.3 0.1 0.2
0.1 0.0 0.0
0.0 0.1 0.0
0.0 0.0 0.0
0.0 0.0 0.0
0.0 0.0 0.0
0.0 0.0 0.0
0.0 0.0 0.0
0.0 0.0 0.0
0.1 0.0 0.0
-0.1 0.0 0.1
0.1 0.0 0.0
0.0 0.0 0.0
0.0 0.0 0.0
0.0 0.0 0.0
0.0 0.0 0.0
0.0 0.0 0.0
0.0 0.0 0.0
0.0 0.1 0.0
0.0 0.0 0.0
0.0 0.0 0.0
0.0 0.0 0.0
0.0 0.1 0.0
0.1 0.0 -0.1
0.0 0.0 0.0
0.0 0.0 0.0
0.0 0.0 0.0
0.0 0.0 0.0
0.0 -0.3 0.1
0.0 0.1 0.0
-0.3 0.0 -0.1
0.4 -0.1 0.0
-0.9 0.0 -1.6
-0.1 -0.1 0.0
0.1 -0.1 0.1
0.0 -0.2 -0.2
0.1 0.2 0.5
-0.6 1.1 1.9
-0.2 -0.2 0.1
0.6 0.6 -1.4
-0.3 0.3 0.0
0.0 -0.1 0.2
-0.1 -0.3 0.2
-0.1 0.0 0.2
0.0 0.2 0.2
-0.3 -0.3 0.5
0.2 0.0 -0.1
0.0 0.1 0.2
-0.1 0.3 0.0
0.0 0.0 0.0
0.1 0.0 0.0
-0.2 -0.3 0.0
0.7 0.8 0.2
-0.2 -0.4 0.1
-0.5 -0.6 -0.2
0.0 0.1 0.0
0.1 0.1 0.0
0.0 0.0 -0.1
0.0 0.0 0.0
0.0 0.0 0.0
0.0 0.0 0.0

Net charge: -1
⟨S²⟩: 2.03
HOMO level (alpha / beta) in hartree: -0.119 / -0.118
Spin multiplicity: 3



(2)
Molecular formula: C57H47Cl2NO3P2STl
Method: DFT, ωB97M-V/def2-TZVPD

Element x y z (Å)
Tl 2.79827 1.88509 -4.37747
O -1.63587 1.47113 2.03020
S -0.70323 0.17363 1.89601
C 0.83341 0.89951 1.38803
C 1.99103 0.64643 2.09557
C 3.23575 1.21493 1.86489
C 3.29414 2.07753 0.77658
C 4.38005 2.85638 0.23641
C 3.80614 3.88715 -0.83833
C 2.31067 3.55555 -0.82589
C 1.19803 4.05899 -1.48785
C -0.05672 3.51986 -1.22012
C -0.29288 2.49592 -0.27774
P -2.09148 2.22954 -0.11036
C -3.02634 3.39601 0.80814
C -4.45673 3.40301 0.68999
C -5.17208 4.29177 1.42990
C -4.54046 5.25425 2.19135
C -3.18011 5.34725 2.22524
C -2.39072 4.38679 1.57952
C -2.53414 0.49528 -0.33302
C -3.66226 -0.03143 0.30618
C -3.97336 -1.36166 0.20392
C -3.29470 -2.14514 -0.74469
C -2.16143 -1.61053 -1.38276
C -1.82955 -0.25348 -1.23996
C 0.80068 1.90827 0.35371
C 2.12369 2.45463 0.07480
C -0.39118 -0.33116 3.60402
C -0.99195 0.51698 4.54432
C -0.89948 0.23806 5.90211
C -0.14385 -0.84662 6.26512
C 0.05921 -1.43633 7.64545
C 1.02201 -2.65298 7.43937
C 1.04134 -2.83483 5.88744
C 1.38561 -3.90459 5.11865
C 1.30381 -3.73491 3.69906
C 0.75757 -2.60772 3.12380
P 0.76533 -2.46138 1.31646
C 0.36085 -4.11552 0.73841
C 1.12758 -4.92511 -0.08972
C 0.68610 -6.21637 -0.45530
C -0.52980 -6.67875 -0.14847
C -1.37916 -5.86801 0.60297
C -0.94877 -4.56916 1.01851
C 2.48430 -2.27845 0.78547
C 3.57457 -2.78086 1.46893
C 4.86358 -2.59896 0.90307
C 5.05693 -1.91101 -0.29807
C 3.92242 -1.58393 -1.01011
C 2.65129 -1.70695 -0.45873
C 0.20507 -1.57144 3.92915
C 0.46936 -1.68478 5.33655
H 1.92490 -0.04807 2.90990
H 4.06490 0.99902 2.51190
H 5.08711 2.20359 -0.33740
H 4.96897 3.39420 0.99327
H 4.17040 3.71790 -1.85541
H 3.89069 4.94845 -0.52154
H 1.42747 4.82350 -2.22742
H -0.97610 3.93709 -1.58030
H -5.00825 2.73335 0.00944
H -6.23490 4.28785 1.29148
H -5.22579 5.89733 2.72303
H -2.69069 6.10862 2.79027
H -1.30448 4.45315 1.58589
H -4.16943 0.61155 1.03514
H -4.81344 -1.77927 0.84047
H -3.56293 -3.17913 -0.88698
H -1.57112 -2.21301 -2.08456
H -1.04638 0.14763 -1.78477
H -1.49216 1.34133 4.13955
H -1.46571 0.78872 6.69900
H -0.93198 -1.75521 7.99571
H 0.43441 -0.74490 8.41024
H 0.60803 -3.50814 7.95764
H 2.06594 -2.40916 7.81313
H 1.63131 -4.90915 5.52882
H 1.54475 -4.63958 3.18236
H 2.14494 -4.65680 -0.43830
H 1.32721 -6.82414 -1.13646
H -0.95261 -7.56396 -0.57366
H -2.30308 -6.26574 0.94190
H -1.65764 -3.97198 1.61973
H 3.52487 -3.25437 2.43981
H 5.75359 -3.03620 1.37922
H 6.05572 -1.64708 -0.63459
H 3.95329 -1.05518 -1.96387
H 1.82986 -1.42115 -1.08920
Cl 1.17997 0.35282 -2.85167
C -2.92199 2.32358 -3.96840
C -3.30226 2.27711 -2.49636
O -4.39095 1.91831 -2.13186
O -2.37524 2.66172 -1.68369
H -3.42235 1.50000 -4.44871
H -3.37581 3.25797 -4.31446
N 2.77080 -0.36673 -5.78778
H 2.13686 -0.25307 -6.59097
H 2.26371 -0.87070 -5.04175
H 3.60701 -0.91643 -6.06916
Cl 0.34126 3.58500 -6.43994
C -0.29653 1.97233 -6.53109
C -0.03297 1.20997 -7.64317
C -0.46804 -0.10450 -7.70311
C -1.29487 -0.59758 -6.68136
C -1.58311 0.18857 -5.59915
C -1.11032 1.50437 -5.46462
C -1.47754 2.35166 -4.24822
H 0.58539 1.63318 -8.38774
H -0.25546 -0.72035 -8.57499
H -1.61976 -1.63364 -6.62773
H -2.14271 -0.22591 -4.75616
H -0.85723 2.09855 -3.40944
H -1.18212 3.38088 -4.41267

Atomic forces in eV per Å
-0.1 0.0 0.1
1.3 -1.1 -0.6
-1.5 1.1 0.1
0.4 0.9 0.0
-0.7 -0.5 0.2
-0.2 1.0 -1.7
-1.5 -0.4 0.9
2.8 1.4 -1.9
-1.5 -0.1 0.9
-0.3 -1.7 0.7
1.8 -0.1 -0.1
-0.2 -0.3 1.5
-0.7 1.5 -1.3
1.4 -2.0 0.0
-1.3 0.9 0.4
1.3 -1.1 -0.6
-0.1 0.1 -0.5
-1.2 0.1 0.2
1.0 -0.7 0.0
-0.6 -0.3 -0.7
-1.5 0.5 0.3
0.7 0.8 1.4
-1.3 -0.9 -0.1
1.1 0.5 0.6
-0.7 0.0 -0.6
-1.1 -1.7 1.0
2.1 -0.7 1.4
-2.1 0.0 -0.1
-1.1 0.8 -0.4
1.3 -1.6 -0.6
-0.5 0.0 1.3
0.3 0.2 1.2
0.1 -0.1 0.2
0.4 0.7 -0.7
0.0 -0.3 2.2
0.0 -0.4 -0.4
-0.8 -0.1 2.0
0.5 -0.6 -0.7
-0.5 0.8 -0.6
-1.1 -0.7 -0.5
1.0 -0.9 0.0
2.6 0.7 -1.8
-2.2 0.4 0.6
1.4 1.8 0.7
-0.7 -1.7 0.1
-0.4 -0.5 0.6
2.0 0.4 -0.6
0.1 -0.3 0.5
-0.3 -0.5 0.6
-0.5 1.3 -0.4
0.8 -0.5 -0.6
1.5 0.4 1.3
-1.1 -0.2 -2.0
0.0 -0.2 0.3
0.3 -0.1 0.0
-0.3 0.3 0.7
-0.1 -0.3 -0.2
0.4 0.3 0.3
0.4 -0.6 -0.4
-0.7 0.1 0.1
0.6 0.6 -0.7
0.7 0.2 0.4
-0.4 0.1 0.3
0.4 0.5 0.2
0.2 0.4 0.3
-0.2 -0.1 0.2
0.0 -0.4 -0.3
1.1 0.5 -1.1
0.0 -0.1 0.0
-0.3 0.2 0.3
1.6 0.7 -0.9
-0.8 1.2 -0.2
0.7 -0.3 -1.1
0.2 -0.2 0.0
-0.1 0.0 -0.4
0.3 -0.4 0.1
-1.2 -0.4 -0.4
0.1 1.0 -0.2
0.3 0.0 -1.0
-0.8 0.1 0.4
-0.4 0.6 0.7
0.2 -0.7 0.1
-0.9 0.0 0.0
0.6 -0.2 -0.3
-0.3 -0.1 -0.1
-0.5 0.4 0.1
-0.2 -0.3 -0.1
0.3 -0.2 0.1
-0.4 0.3 0.1
0.3 0.1 -0.3
-1.3 0.6 1.2
-2.3 -1.1 -1.8
-0.2 0.0 0.1
1.3 1.1 1.0
-0.4 -0.2 -0.1
-0.2 -0.2 -0.2
0.1 -0.5 0.0
0.4 -0.3 0.5
0.3 0.2 -0.6
-1.0 0.5 0.2
0.3 0.2 -0.2
-1.3 -0.1 1.6
0.2 -0.7 0.4
-0.9 -0.3 0.0
0.8 -0.5 -0.3
0.0 0.9 1.2
0.5 0.2 -0.7
1.6 0.2 -1.3
0.5 0.3 -0.9
0.1 0.2 0.2
0.0 0.2 -0.4
0.0 0.0 -0.3
0.2 -0.8 0.5
0.1 0.2 -0.3

Net charge: +1
HOMO level in hartree: -0.355
Energy above the lowest of the compared OMol25 structures with the same formula, charge and spin in eV: 0.000



What did we get for M? Answer: 1195.9; 1163.3 g mol⁻¹, in the order shown.
What did we get for E_tot? Answer: -163252.6504; -126651.8660 eV, in the order shown.